C23H26NOPSe4Te2Tl | the ωB97M-V functional and the def2-TZVPD basis

Electronic energy, eV: -317765.956
Total charge: -1
ΔE to the lowest compared entry with this formula, charge and spin, kJ/mol: 17.5

XYZ file:
```
59
C23H26NOPSe4Te2Tl | the OMol25 dataset | the ωB97M-V functional and the def2-TZVPD basis
Tl -1.16 -2.57 0.04
C -0.73 -2.39 4.66
Se 0.06 -3.38 3.14
C 1.17 -1.89 2.46
C 2.27 -2.41 1.56
Se 2.40 -1.42 -0.14
C 3.51 -2.74 -1.05
H -1.35 -1.58 4.28
H 0.08 -2.00 5.28
H -1.33 -3.09 5.22
H 1.57 -1.37 3.34
H 0.50 -1.20 1.92
H 2.07 -3.44 1.24
H 3.24 -2.37 2.05
H 3.03 -3.72 -0.97
H 4.49 -2.76 -0.59
H 3.58 -2.44 -2.09
O 0.45 -2.94 -2.57
N 0.04 -1.68 -2.18
C -0.20 -0.91 -3.17
C -0.47 0.51 -3.11
C -0.65 1.15 -4.34
C -0.77 2.52 -4.43
C -0.73 3.29 -3.28
C -0.60 2.67 -2.05
C -0.47 1.29 -1.94
P -0.31 0.56 -0.26
C -1.80 1.36 0.44
C -1.84 2.54 1.17
C -3.06 3.03 1.61
C -4.24 2.36 1.30
C -4.20 1.20 0.56
C -2.98 0.70 0.14
C 1.06 1.57 0.40
C 1.19 1.73 1.78
C 2.31 2.34 2.30
C 3.33 2.76 1.46
C 3.22 2.58 0.10
C 2.09 1.99 -0.44
H 0.74 -3.41 -1.75
H -0.12 -1.33 -4.18
H -0.66 0.54 -5.24
H -0.89 2.98 -5.40
H -0.81 4.36 -3.35
H -0.57 3.27 -1.16
H -0.93 3.08 1.40
H -3.09 3.94 2.19
H -5.18 2.76 1.65
H -5.10 0.67 0.29
H -2.95 -0.22 -0.44
H 0.41 1.36 2.44
H 2.41 2.47 3.37
H 4.22 3.21 1.89
H 4.04 2.88 -0.55
H 2.01 1.83 -1.50
Se -4.00 -2.58 -1.36
Te -3.51 -4.76 -0.21
Te -1.41 -5.63 -1.67
Se 0.61 -5.23 -0.23
```

Atom charges from the Mulliken analysis, given in e for atoms 1 to 6: 1.052, -0.907, 0.138, -0.028, -0.564, 0.520